# CH8Si2

A cluster of 2 separate species, CH8Si2 in total in a non-equilibrium geometry (ωB97M-V with the def2-TZVPD basis set, the Open Molecules 2025 dataset).

Output
E_HOMO (spin up / spin down) ... -8.37 / -7.68 eV
Electronic energy ... -621.6991 a.u.
Energy above the lowest of the compared OMol25 structures with the same formula, charge and spin ... 360.3 kJ/mol
LUMO level (spin up / spin down) ... -0.69 / -0.67 eV
Multiplicity ... 1

Each line ends with the Mulliken charge.
Atoms and positions in Å:
H  1.139  -0.643  2.908  -0.01
H  0.290  0.878  -2.982  -0.16
H  -1.341  -0.876  2.435  -0.05
C  0.217  -0.971  -0.783  -0.92
H  1.061  1.736  -1.262  -0.12
H  -0.393  1.264  1.702  -0.06
H  -1.318  1.147  -1.141  -0.11
Si  0.059  0.719  -1.540  0.38
H  -0.670  -1.643  -0.602  0.36
Si  -0.151  -0.073  2.162  0.35
H  1.108  -1.537  -0.898  0.35

***

# CH9N2

A cluster of 2 separate species, CH9N2 in total in a non-equilibrium geometry (ωB97M-V with the def2-TZVPD basis set, the Open Molecules 2025 dataset).

Output
E_HOMO ... -14.97 eV
Electronic energy ... -152.7639 a.u.
Net charge ... +1
Energy above the lowest of the compared OMol25 structures with the same formula, charge and spin ... 32.9 kJ/mol
LUMO level ... -3.61 eV
Multiplicity ... 1

Each line ends with the Mulliken charge.
Atoms and positions in Å:
H  -0.060  -1.525  2.315  0.26
H  1.056  0.975  -2.415  0.33
H  -0.638  1.365  -1.710  0.33
H  0.943  1.176  0.011  0.37
H  -0.701  -0.037  2.545  0.27
N  -0.750  -0.872  1.974  -0.84
N  0.609  0.318  -0.440  -0.36
H  -0.227  -0.216  -2.318  0.33
C  0.179  0.680  -1.841  -0.73
H  1.363  -0.354  -0.318  0.34
H  -0.206  0.018  0.132  0.44
H  -1.684  -1.249  2.045  0.24

***

# CH9N2O2

A cluster of 3 separate species, CH9N2O2 in total in a non-equilibrium geometry (ωB97M-V with the def2-TZVPD basis set, the Open Molecules 2025 dataset).

Output
E_HOMO (spin up / spin down) ... -3.76 / -8.12 eV
Electronic energy ... -303.4074 a.u.
Energy above the lowest of the compared OMol25 structures with the same formula, charge and spin ... 15.0 kJ/mol
LUMO level (spin up / spin down) ... 0.51 / 0.48 eV
Multiplicity ... 2

Each line ends with the Löwdin spin population.
Atoms and positions in Å:
C  -1.213  0.042  1.296  0.54
H  0.429  -0.502  2.375  0.00
H  -1.021  0.442  -0.707  0.01
O  0.422  1.579  -1.295  0.00
H  2.703  -1.058  -0.521  0.00
H  -0.020  2.390  -1.560  0.00
O  1.794  -1.362  -0.582  0.01
H  0.620  -0.831  0.681  0.01
N  0.055  -0.493  1.450  0.19
H  -2.682  0.439  -0.100  0.00
H  1.755  -2.185  -1.076  0.00
H  0.749  1.160  -2.107  0.00
N  -1.708  0.259  0.010  0.18
H  -1.883  0.119  2.136  0.05

***

# CH9N2O2

A cluster of 3 separate species, CH9N2O2 in total in a non-equilibrium geometry (ωB97M-V with the def2-TZVPD basis set, the Open Molecules 2025 dataset).

Output
E_HOMO ... -15.48 eV
Electronic energy ... -303.2316 a.u.
Net charge ... +1
Energy above the lowest of the compared OMol25 structures with the same formula, charge and spin ... 165.5 kJ/mol
LUMO level ... -3.92 eV
Multiplicity ... 1

Each line ends with the Mulliken charge.
Atoms and positions in Å:
H  -1.593  2.373  0.870  0.30
H  0.733  1.981  1.530  0.37
N  0.999  0.419  0.382  -0.22
O  -1.602  -0.783  -0.423  -0.74
H  0.741  -0.372  -0.042  0.30
C  0.278  1.508  0.717  0.09
H  -2.136  -1.534  -0.642  0.31
O  1.545  -1.954  -0.834  -0.73
N  -0.999  1.704  0.270  -0.37
H  1.955  0.257  0.747  0.26
H  -1.523  0.963  -0.197  0.36
H  2.300  -1.514  -1.319  0.35
H  -1.684  -0.869  0.621  0.36
H  0.988  -2.177  -1.680  0.36

***

# CH9N3

A cluster of 2 separate species, CH9N3 in total in a non-equilibrium geometry (ωB97M-V with the def2-TZVPD basis set, the Open Molecules 2025 dataset).

Output
E_HOMO ... -9.11 eV
Electronic energy ... -207.7517 a.u.
Structure (SMILES) ... NCN.N
Energy above the lowest of the compared OMol25 structures with the same formula, charge and spin ... 3.7 kJ/mol
LUMO level ... 1.01 eV
Multiplicity ... 1

Each line ends with the Mulliken charge.
Atoms and positions in Å:
H  -0.229  -0.985  1.831  0.31
H  -0.024  -2.590  2.091  0.22
C  0.288  0.140  -0.983  -0.40
H  1.101  -0.464  -0.602  0.34
N  -0.470  -1.754  2.445  -0.74
H  -1.468  -1.901  2.416  0.22
N  0.784  1.138  -1.908  -0.59
H  0.080  1.771  -2.256  0.22
H  0.019  1.094  0.869  0.22
H  1.519  1.703  -1.502  0.23
H  -0.371  -0.503  -1.566  0.33
H  -1.205  1.268  -0.174  0.22
N  -0.509  0.617  0.148  -0.59

***

# CH9N3O2

A cluster of 3 separate species, CH9N3O2 in total in a non-equilibrium geometry (ωB97M-V with the def2-TZVPD basis set, the Open Molecules 2025 dataset).

Output
E_HOMO ... -9.33 eV
Electronic energy ... -358.2179 a.u.
Structure (SMILES) ... N=C(N)N.O.O
Energy above the lowest of the compared OMol25 structures with the same formula, charge and spin ... 140.9 kJ/mol
LUMO level ... 0.60 eV
Multiplicity ... 1

Each line ends with the Mulliken charge.
Atoms and positions in Å:
H  -1.777  1.236  0.265  0.33
C  1.302  0.597  0.303  0.48
H  -1.055  -2.021  -1.413  0.30
H  0.979  -1.531  0.672  0.18
H  1.248  2.483  -0.644  0.27
N  2.329  0.845  1.020  -0.63
H  1.324  1.373  -1.699  0.24
O  -1.020  -2.783  -0.889  -0.65
N  0.897  1.517  -0.794  -0.60
H  -0.203  -0.736  -0.241  0.14
H  -2.886  1.082  1.285  0.32
O  -2.742  0.987  0.319  -0.68
H  2.745  0.328  1.845  0.23
H  -1.753  -2.729  -0.287  0.33
N  0.613  -0.649  0.257  -0.26

***

# CH9N3O2

A structure of composition CH9N3O2 in a non-equilibrium geometry (ωB97M-V with the def2-TZVPD basis set, the Open Molecules 2025 dataset).

Output
E_HOMO ... -9.14 eV
Electronic energy ... -357.9174 a.u.
Energy above the lowest of the compared OMol25 structures with the same formula, charge and spin ... 929.8 kJ/mol
LUMO level ... -5.70 eV
Multiplicity ... 1

Each line ends with the Mulliken charge.
Atoms and positions in Å:
N  1.420  -1.974  -2.150  -0.58
H  1.859  -1.329  -2.723  0.20
H  1.087  -0.995  -1.066  0.54
O  -2.153  0.151  0.083  -0.83
H  -0.226  -0.176  -0.273  0.16
N  0.769  -0.203  -0.449  -0.12
H  -2.534  2.255  1.943  0.26
H  -2.869  -0.440  -0.033  0.24
H  -2.150  0.901  1.076  0.43
H  0.142  1.225  1.765  0.35
H  1.215  -2.839  -2.527  0.16
O  -1.933  1.530  2.035  -0.81
C  1.503  0.431  0.459  0.12
H  2.685  0.416  0.265  0.28
N  1.187  1.048  1.597  -0.40

***

# CH9N3P

A cluster of 2 separate species, CH9N3P in total in a non-equilibrium geometry (ωB97M-V with the def2-TZVPD basis set, the Open Molecules 2025 dataset).

Output
E_HOMO ... -13.98 eV
Electronic energy ... -548.8484 a.u.
Net charge ... +1
Energy above the lowest of the compared OMol25 structures with the same formula, charge and spin ... 63.0 kJ/mol
LUMO level ... -4.22 eV
Multiplicity ... 1

Each line ends with the Mulliken charge.
Atoms and positions in Å:
H  -0.381  1.887  0.937  0.26
P  -0.050  -0.434  0.286  0.24
H  -0.153  -0.545  -1.188  0.07
H  -2.787  -1.506  0.263  0.29
N  -2.736  -0.425  0.196  -0.79
H  -3.730  -0.162  0.399  0.27
C  2.755  0.127  0.126  -0.17
H  3.818  -0.083  0.109  0.28
H  2.513  1.197  0.225  0.30
H  2.123  -1.763  -0.029  0.31
N  -0.155  1.187  0.209  -0.43
N  1.843  -0.745  -0.025  -0.17
H  -0.361  1.498  -0.715  0.26
H  -2.697  -0.231  -0.793  0.27

***

# CH9N4O

A cluster of 2 separate species, CH9N4O in total in a non-equilibrium geometry (ωB97M-V with the def2-TZVPD basis set, the Open Molecules 2025 dataset).

Output
E_HOMO ... -13.63 eV
Electronic energy ... -337.4873 a.u.
Net charge ... +1
Energy above the lowest of the compared OMol25 structures with the same formula, charge and spin ... 58.4 kJ/mol
LUMO level ... -3.32 eV
Multiplicity ... 1

Each line ends with the Mulliken charge.
Atoms and positions in Å:
H  -0.349  1.583  -0.681  0.18
H  2.905  -0.931  0.443  0.28
H  1.768  1.560  -0.205  0.22
O  0.680  -1.316  0.364  -0.48
H  3.714  0.188  -0.428  0.28
C  0.697  -0.023  -0.173  0.73
N  1.861  0.584  -0.013  0.13
N  -2.932  -0.008  0.282  -0.84
H  -1.423  0.268  -0.673  0.31
H  -3.594  0.514  0.939  0.28
H  -2.688  -0.808  0.894  0.27
N  3.054  0.037  0.354  -0.70
N  -0.409  0.609  -0.508  -0.28
H  -3.513  -0.275  -0.453  0.27
H  0.229  -1.980  -0.142  0.35

***

# CH9N6

A structure of composition CH9N6 in a non-equilibrium geometry (ωB97M-V with the def2-TZVPD basis set, the Open Molecules 2025 dataset).

Output
E_HOMO (spin up / spin down) ... -12.89 / -12.89 eV
Electronic energy ... -371.5824 a.u.
Net charge ... +1
Energy above the lowest of the compared OMol25 structures with the same formula, charge and spin ... 493.9 kJ/mol
LUMO level (spin up / spin down) ... -4.86 / -4.86 eV
Multiplicity ... 1

Each line ends with the Mulliken charge.
Atoms and positions in Å:
N  0.214  2.354  -2.296  -0.35
N  -1.036  -1.164  -0.523  -0.23
H  0.022  -0.774  1.119  0.32
N  -0.724  1.767  -0.311  0.29
H  -0.021  2.359  -3.334  0.31
N  -0.710  1.756  -1.538  -0.14
C  -1.066  1.292  0.791  -0.01
H  -1.896  -1.568  -0.869  0.24
H  1.487  -2.000  2.897  0.23
H  1.926  -1.117  1.623  0.28
H  1.212  2.281  -2.027  0.27
N  1.547  -2.031  1.853  -0.75
H  -1.756  1.644  1.563  0.33
N  -0.927  -0.641  0.704  -0.22
H  1.904  -2.890  1.417  0.20
H  -0.175  -1.268  -1.068  0.24

***

# CH9N6

A cluster of 2 separate species, CH9N6 in total in a non-equilibrium geometry (ωB97M-V with the def2-TZVPD basis set, the Open Molecules 2025 dataset).

Output
E_HOMO (spin up / spin down) ... -14.11 / -14.11 eV
Electronic energy ... -371.6476 a.u.
Net charge ... +1
Energy above the lowest of the compared OMol25 structures with the same formula, charge and spin ... 322.7 kJ/mol
LUMO level (spin up / spin down) ... -5.12 / -5.13 eV
Multiplicity ... 1

Each line ends with the Mulliken charge.
Atoms and positions in Å:
H  -1.381  1.230  -2.204  0.29
N  -0.970  0.035  0.515  -0.33
H  0.952  -0.979  -2.332  0.30
H  -1.828  -0.575  -2.041  0.32
N  1.188  0.607  1.228  -0.41
H  -0.179  -0.048  3.474  0.27
N  -0.066  0.134  -1.262  -0.01
H  1.649  0.024  0.448  0.28
N  0.766  -0.936  -1.394  -0.49
H  -1.509  0.642  2.964  0.23
H  0.462  0.997  -0.992  0.41
N  -0.583  0.539  2.715  -0.44
H  1.708  0.801  2.008  0.24
C  -0.151  0.340  1.420  0.65
H  0.183  -1.763  -1.222  0.27
N  -1.110  0.225  -2.190  -0.57

***

# CH9NO3

A cluster of 4 separate species, CH9NO3 in total in a non-equilibrium geometry (ωB97M-V with the def2-TZVPD basis set, the Open Molecules 2025 dataset).

Output
E_HOMO ... -9.46 eV
Electronic energy ... -323.9137 a.u.
Structure (SMILES) ... C=N.O.O.O
Energy above the lowest of the compared OMol25 structures with the same formula, charge and spin ... 141.4 kJ/mol
LUMO level ... 0.48 eV
Multiplicity ... 1

Each line ends with the Mulliken charge.
Atoms and positions in Å:
H  5.533  0.043  2.249  0.31
H  -4.111  -0.434  -1.114  0.22
H  -3.332  0.198  -2.590  0.22
H  5.493  0.878  0.967  0.31
H  2.111  -1.270  2.789  0.31
C  -4.079  -0.509  -2.212  -0.20
O  4.931  0.446  1.616  -0.63
O  2.060  -0.321  2.632  -0.64
H  0.115  0.762  0.130  0.33
H  -0.496  2.011  -0.497  0.31
H  -5.432  -1.757  -2.539  0.25
O  -0.554  1.052  -0.502  -0.64
N  -5.030  -0.917  -2.943  -0.49
H  2.791  -0.181  2.014  0.33